A molecular structure, C29H36N3P2RhS3Sb. Source: the OMol25 dataset; level of theory: wB97M-V/def2-TZVPD.

```
75
Properties=species:S:1:pos:R:3:forces:R:3:mulliken_spin:R:1
Sb 0.41496 2.08322 -2.46901 -0.2 0.1 -0.1 0.27
Rh 0.20771 -0.05881 0.11545 0.1 0.1 0.1 0.01
S -1.23352 3.41940 -3.29303 0.1 -0.1 0.0 0.43
S 0.70416 2.29965 -0.13116 0.0 0.0 0.0 0.15
S -0.34687 -0.16060 -2.19609 0.0 0.0 0.0 0.13
P -0.12785 -2.27215 0.63537 0.0 0.0 -0.1 -0.01
P -2.17157 0.22199 0.57509 -0.1 0.0 -0.1 -0.02
N -1.82507 -3.36092 2.46310 0.0 0.0 0.0 0.00
N -3.57013 -1.17592 2.52190 0.0 0.0 0.0 0.00
N 0.97947 0.16306 2.07133 0.0 0.0 0.0 -0.01
C 2.19660 -0.35755 -0.23551 0.0 0.0 0.1 0.00
C -1.63742 -2.31474 1.70208 0.0 0.0 0.0 -0.01
C 5.01141 -0.53236 -0.39592 0.0 0.0 0.0 0.00
C -5.09894 -3.35001 5.00288 0.0 0.0 0.0 0.00
C -4.88689 -2.26871 4.19912 0.0 0.0 0.0 0.00
C 0.85271 -3.57169 -1.56591 0.0 0.0 0.0 0.00
C -0.41703 -5.01889 0.02960 0.0 0.0 0.0 0.00
C -4.21879 -4.45960 4.96999 0.0 0.0 0.0 0.00
C 0.83047 0.55105 4.42066 0.0 0.0 0.0 0.00
C 2.21442 0.64289 4.49284 0.0 0.0 0.0 0.00
C -2.96343 1.78994 1.22995 0.0 0.0 0.0 0.00
C -3.77721 -2.25485 3.32120 0.0 0.0 0.0 0.00
C -2.14852 2.35844 2.39166 0.0 0.0 0.0 -0.01
C -0.35098 -3.63405 -0.61976 0.0 0.0 0.0 0.01
C 4.40504 -0.20713 0.80206 0.0 0.0 0.0 0.00
C -3.14114 -4.46743 4.13436 0.0 0.0 0.0 0.00
C 4.21714 -0.77117 -1.51119 0.0 0.0 0.0 -0.01
C 2.83436 -0.68528 -1.42999 0.0 0.0 0.0 0.02
C 0.26251 0.31182 3.18956 0.0 0.0 0.0 -0.01
C 2.32780 0.18946 2.13573 -0.1 0.0 0.0 0.01
C -3.30932 -0.23552 -0.77625 0.0 0.0 0.0 0.01
C -1.63330 -3.39272 -1.41544 0.0 0.0 0.0 0.00
C -2.90260 -3.35779 3.28982 0.0 0.0 0.0 0.00
C -2.53166 -1.18855 1.72815 0.0 0.0 0.0 0.00
C 2.96132 0.45332 3.35130 0.0 0.0 0.0 0.00
C -4.42449 1.65709 1.66896 0.0 0.0 0.0 0.00
C -2.89777 2.77701 0.05216 0.0 0.0 0.0 0.01
C 1.11691 -2.95630 1.77390 0.0 0.0 0.0 0.00
C 3.01411 -0.12301 0.88290 0.0 0.0 0.0 -0.02
H 2.24518 -0.86424 -2.31951 0.0 0.0 0.0 0.03
H -2.22808 1.73488 3.28519 0.0 0.0 0.0 0.00
H 1.80028 -3.67425 -1.03309 0.0 0.0 0.0 0.00
H 1.26750 -2.27262 2.60615 0.0 0.0 0.0 0.00
H -3.06204 -1.23338 -1.12528 0.0 0.0 0.0 0.00
H -4.40846 -5.30589 5.61677 0.0 0.0 0.0 0.00
H 2.06231 -3.06991 1.24268 0.0 0.0 0.0 0.00
H 5.02460 -0.02178 1.67043 0.0 0.0 0.0 0.00
H -2.45268 -5.30086 4.08995 0.0 0.0 0.0 0.00
H 6.08926 -0.59650 -0.46273 0.0 0.0 0.0 0.00
H 0.78202 -3.91375 2.16554 0.0 0.0 0.0 0.00
H -4.33953 -0.22609 -0.42285 0.0 0.0 0.0 0.00
H 0.52680 -5.29563 0.49889 0.0 0.0 0.0 0.00
H -3.22500 3.75561 0.41209 0.0 0.0 0.0 -0.01
H -3.56359 2.48749 -0.76032 0.0 0.0 0.0 0.00
H -4.53119 1.06184 2.57127 0.0 0.0 0.0 0.00
H -1.88908 2.88706 -0.34398 0.0 0.0 0.0 0.01
H -2.51937 -3.42486 -0.77654 0.0 0.0 0.0 0.00
H -4.80090 2.66478 1.86531 0.0 0.0 0.0 0.00
H 0.77816 -4.39730 -2.27842 0.0 0.0 0.0 0.00
H 0.86833 -2.63501 -2.12126 0.0 0.0 0.0 0.00
H 2.70415 0.84949 5.43545 0.0 0.0 0.0 0.00
H -1.59794 -2.44199 -1.94719 0.0 0.0 0.0 0.00
H 4.03879 0.50128 3.39341 0.0 0.0 0.0 0.00
H -1.21042 -5.08973 0.77268 0.0 0.0 0.0 0.00
H -5.94749 -3.36677 5.67390 0.0 0.0 0.0 0.00
H -1.73686 -4.18307 -2.16292 0.0 0.0 0.0 0.00
H -0.61571 -5.75057 -0.75740 0.0 0.0 0.0 0.00
H -2.55137 3.34111 2.64939 0.0 0.0 0.0 0.00
H 0.20218 0.66887 5.29167 0.0 0.0 0.0 0.00
H -5.05718 1.22186 0.89607 0.0 0.0 0.0 0.00
H -1.09953 2.48812 2.12017 0.0 0.0 0.0 0.01
H -0.80726 0.22569 3.08297 0.0 0.0 0.0 0.00
H 4.67919 -1.02396 -2.45810 0.0 0.0 0.0 0.00
H -3.17546 0.44636 -1.61326 0.0 0.0 0.0 0.00
H -5.54533 -1.41023 4.20342 0.0 0.0 0.0 0.00
```
Forces are in eV/Å.

Maximum force in Eh/bohr: 0.0050
HOMO (alpha / beta) in eV: -6.951 / -7.245
Spin multiplicity: 2
Kohn-Sham gap (alpha / beta) in eV: 5.9 / 5.9
LUMO level (alpha / beta) in eV: -1.02 / -1.38
Expectation value of S²: 0.7634
Energy above the lowest of the compared OMol25 structures with the same formula, charge and spin in kcal per mole: 0.00